Record 1
This record from OMol25 describes a molecular structure, C34H46N4O11SSiV. The level of theory is ωB97M-V with the def2-TZVPD basis set.

The geometry in XYZ format:
```
98
Properties=species:S:1:pos:R:3
V -0.6539 -1.3910 -2.9996
S 0.1750 0.0378 1.7533
Si 1.0084 1.3981 2.9795
O -6.1422 -3.1040 -2.8908
O 0.8662 1.1327 4.6342
O -1.9741 -2.7634 -3.9973
O 0.2918 -0.1490 -2.2104
O -1.5374 -0.1061 -4.2906
O -0.6931 -2.9378 -1.7210
O -6.9849 -1.5661 -1.4774
O 0.8095 0.7741 -1.5337
O 0.4223 2.9613 2.8182
O 2.6625 1.6282 2.8438
O -4.0277 -3.6128 -3.9781
N -4.4354 -0.4654 -1.1232
N -2.5139 -1.0278 -1.9731
N 1.8317 -2.4902 -2.3786
N 0.7561 -1.6649 -4.7790
C -2.8895 0.4195 -6.1310
C -0.2848 2.6554 6.0632
C 4.8644 1.2340 2.1226
C -3.4851 -1.8717 -2.4598
C 2.0501 4.7121 2.5364
C 3.7516 0.7488 3.0496
C -3.1343 0.3581 -7.4798
C -0.2599 1.2407 5.4809
C -2.4725 0.9515 -0.4489
C 2.1306 -2.6364 -1.1569
C 0.8276 4.0042 1.9508
C -1.5721 0.9545 4.7544
C -6.0729 -2.1013 -2.1059
C 2.1189 -2.2230 -4.6826
C -1.0912 -3.6955 0.4585
C 2.7293 -1.9072 -3.3316
C -0.0535 0.2165 6.5950
C -3.1253 -2.8128 -3.5341
C -4.6970 -1.5329 -1.9351
C -3.1090 -0.1718 -1.1789
C -0.2135 -3.2270 -0.5463
C 1.1320 3.4739 0.5518
C -1.7471 -0.1986 -5.5531
C 0.3550 -1.4864 -5.9798
C 1.5846 -3.4555 1.0932
C -1.1382 -0.9025 -7.8144
C 4.1906 0.8691 4.5098
C -2.2556 -0.3052 -8.3505
C 1.1601 -3.1271 -0.1955
C -0.6416 -4.0256 1.7174
C 3.4110 -0.7022 2.7221
C -0.8719 -0.8778 -6.4389
C -0.3504 4.9743 1.8915
C 0.7093 -3.9121 2.0550
H -0.1025 5.8579 1.2967
H -0.6186 5.2912 2.9023
H 5.7769 0.6478 2.2638
H 4.4787 1.9006 4.7278
H 3.0104 -0.7797 1.7115
H 5.0397 0.2109 4.7182
H -0.1032 -0.7928 6.1823
H 0.2701 2.9455 0.1445
H -2.3543 0.7236 0.6125
H 3.7543 -2.3003 -3.2718
H -2.3993 0.9552 5.4719
H 1.0535 -4.1412 3.0552
H 3.1292 -2.3814 -0.7667
H -1.7627 1.7142 3.9937
H -2.1425 -3.7624 0.2031
H -4.0275 0.8277 -7.8771
H 4.3111 -1.3194 2.8167
H -3.0649 1.8618 -0.5641
H 1.3988 4.2983 -0.1167
H 1.9586 2.7624 0.5804
H -1.1442 2.7905 6.7275
H 2.7730 -0.8207 -3.1937
H -5.0052 -3.4067 -3.4961
H 4.5409 1.1425 1.0841
H -0.4342 -1.4156 -8.4633
H 2.7373 -1.8293 -5.4953
H 1.8114 5.1029 3.5293
H -0.3410 3.3765 5.2469
H 0.6325 2.8415 6.6277
H 2.0581 -3.3105 -4.7816
H 3.3566 0.6023 5.1599
H -5.1508 -0.0034 -0.5860
H 5.0838 2.2849 2.3253
H -0.8161 0.3212 7.3724
H -1.3552 -4.3580 2.4638
H -1.5231 -0.0082 4.2458
H -3.5686 0.9258 -5.4564
H -1.4678 1.1187 -0.8319
H -1.2136 4.4777 1.4447
H 2.6414 -1.0884 3.3931
H 1.0230 -1.7934 -6.7946
H 0.9321 0.3583 7.0437
H 2.8725 4.0042 2.6310
H -2.4518 -0.3445 -9.4138
H 2.6357 -3.3255 1.3344
H 2.3570 5.5435 1.8942
```

For the HOMO energy (spin up / spin down), the calculation gives -1.99 / -1.99 eV. As for the net charge: -2. The spin multiplicity is 2. Its expectation value of S² is 1.00. Its LUMO energy (spin up / spin down) is 4.17 / 4.17 eV.


Record 2
This record from OMol25 describes a molecular structure, C18H53BF4N3O9Pt. The level of theory is ωB97M-V with the def2-TZVPD basis set.

The geometry in XYZ format:
```
89
Properties=species:S:1:pos:R:3
Pt 23.3199 -11.0454 6.5908
F 22.3006 -8.6279 9.2580
F 23.3764 -10.1096 10.6569
F 21.1473 -10.2582 10.3061
F 22.6838 -10.7856 8.6004
O 19.3835 -13.4164 5.4785
O 19.1287 -7.4677 10.4111
O 24.6163 -12.5427 7.5203
O 25.0095 -9.6668 7.2094
O 20.7879 -8.7630 12.6620
O 22.9932 -13.9848 12.1711
O 22.2021 -6.4690 6.9920
O 25.0800 -9.3057 13.6640
O 27.7276 -7.5944 9.9300
N 21.7099 -12.2660 5.7749
N 24.4065 -7.5943 11.4387
N 22.0897 -9.1802 6.2123
C 25.5147 -7.0725 10.6144
C 22.0045 -8.5264 3.8394
C 28.8618 -8.4070 9.9652
C 26.0684 -10.5432 7.6572
C 21.9022 -13.0946 12.1393
C 21.5378 -13.6754 7.8646
C 18.9902 -7.2975 11.8166
C 19.3634 -8.5793 12.5843
C 25.5439 -11.7644 8.3820
C 25.6128 -5.5610 10.8158
C 26.7929 -7.8060 10.9714
C 21.6116 -13.6513 6.3326
C 21.8249 -6.7443 5.6747
C 24.5695 -10.5915 13.3699
C 22.3947 -8.0646 5.2280
C 20.4444 -14.3418 5.6045
C 18.3592 -13.8427 4.6284
C 21.8998 -5.1408 7.3583
B 22.3764 -9.9536 9.7079
H 27.1581 -7.5860 11.9763
H 26.5260 -5.1946 10.3430
H 24.7105 -5.0119 10.5447
H 20.0199 -7.7932 10.2659
H 25.4812 -8.8994 6.8550
H 21.0711 -9.3237 11.9153
H 23.6785 -6.8902 11.4707
H 20.9296 -8.5750 3.6268
H 25.0824 -13.3765 7.3943
H 21.1909 -14.6322 8.2591
H 26.7496 -10.0313 8.3419
H 23.4876 -8.0183 5.3058
H 23.0009 -14.4779 12.9973
H 26.4799 -8.8623 10.9636
H 22.0367 -8.5836 7.0542
H 22.2295 -6.0064 4.9703
H 25.2214 -7.1869 9.5624
H 18.7135 -14.1455 3.6343
H 17.6440 -13.0536 4.3922
H 22.5079 -13.5910 8.3532
H 21.7767 -12.4073 12.9822
H 24.8320 -10.8302 12.3258
H 22.1100 -5.0738 8.4243
H 22.2974 -7.7778 3.0965
H 24.7041 -8.7006 12.9914
H 28.7038 -9.4812 10.1320
H 20.1140 -15.2619 6.0875
H 25.7539 -5.2943 11.8705
H 18.8649 -9.4770 12.2170
H 20.8325 -4.9161 7.2477
H 22.3980 -9.5027 3.5591
H 20.7979 -14.5387 4.5824
H 17.9665 -7.0068 12.0561
H 20.8919 -13.4894 11.9820
H 20.7341 -6.7505 5.5401
H 24.9684 -11.4082 13.9624
H 29.4208 -8.3363 9.0298
H 26.6791 -10.8744 6.8116
H 19.6460 -6.4959 12.1700
H 26.3469 -12.4537 8.6354
H 22.1100 -12.4444 11.2879
H 20.7265 -12.0224 5.5898
H 20.8813 -12.8876 8.2357
H 22.5138 -14.2134 6.0830
H 22.4273 -4.3438 6.8274
H 29.5374 -8.0410 10.7488
H 23.4797 -10.5353 13.2677
H 19.0759 -8.3934 13.6252
H 22.0351 -12.4461 4.8194
H 24.9495 -11.5299 9.2656
H 17.7634 -14.6595 5.0453
H 24.0312 -8.3825 10.9157
H 21.1248 -9.4617 6.0338
```

For the HOMO energy (spin up / spin down), the calculation gives -10.48 / -10.48 eV. As for the net charge: +1. The spin multiplicity is 3. Its expectation value of S² is 2.00. Its LUMO energy (spin up / spin down) is -3.51 / -5.51 eV.


Record 3
This record from OMol25 describes 2 unconnected molecules or ions with the total composition CH2Cl2O3. The level of theory is ωB97M-V with the def2-TZVPD basis set.

The geometry in XYZ format:
```
8
Properties=species:S:1:pos:R:3
Cl -1.7658 -1.4110 0.4254
Cl 1.6443 -1.6884 0.4452
O -1.4562 0.1213 -0.1571
O 1.0655 -0.8458 -0.8011
O 0.3184 1.5688 -0.1572
C -0.1365 0.4591 0.1956
H 0.0669 1.7706 -1.1375
H 0.2633 0.0255 1.1868
```

For the HOMO energy, the calculation gives -8.85 eV. As for the net charge: 0. Its LUMO energy is -0.48 eV.